Record 1
C77H171N9O11 | the ωB97M-V functional and the def2-TZVPD basis

The value obtained for the HOMO energy is -7.8 eV. The strongest force on any atom comes out at 4.958 eV/Å. Its SMILES is CC1(C)CCCC(C)(C)N1O.CC1(C)CCCC(C)(C)N1O.CC1(C)CCCC(C)(C)N1O.CC1(C)CCCC(C)(C)N1O.CC1(C)CCCC(C)(C)N1O.CC1(C)CCCC(C)(C)N1O.CC1(C)CCCC(C)(C)N1O.COC[C@H](C)N.COC[C@H](C)N.CC(C)O.CC(C)O. The calculation puts the total energy at -118543.40327 eV. As for the total charge: 0. For the HOMO-LUMO gap, the calculation gives 0.2982 Eh.

Positions of all 268 atoms, in Å:
O 13.292 16.305 22.814
O 17.337 16.062 17.059
O 22.502 17.758 15.072
O 13.167 13.094 12.965
O 19.459 15.230 11.958
O 15.373 15.620 25.123
O 19.547 11.476 19.174
O 19.180 12.543 12.590
O 22.241 12.810 22.876
O 20.433 18.994 21.725
O 15.435 17.892 15.861
N 20.038 16.743 19.703
N 16.731 15.916 25.315
N 15.600 19.106 16.597
N 19.064 10.990 20.421
N 21.123 13.958 19.446
N 12.406 14.270 12.725
N 18.675 11.498 13.416
N 12.422 15.259 22.782
N 23.842 17.644 15.345
C 17.202 11.559 13.609
C 18.905 16.000 14.205
C 23.381 14.424 20.491
C 10.794 13.221 11.151
C 11.927 14.918 21.385
C 12.940 14.262 10.262
C 14.593 20.734 18.237
C 25.639 16.401 16.588
C 16.590 21.471 16.869
C 12.925 15.466 13.464
C 11.175 16.142 20.738
C 17.822 13.572 25.174
C 18.457 17.329 12.170
C 18.688 16.742 19.165
C 19.038 10.017 15.434
C 19.809 12.512 15.532
C 24.121 16.611 16.417
C 10.608 13.856 23.768
C 19.647 16.349 25.430
C 12.241 14.960 25.192
C 21.438 13.572 21.944
C 11.866 14.360 11.377
C 13.024 15.194 15.000
C 10.963 13.675 21.336
C 19.007 8.559 19.706
C 19.567 11.312 14.643
C 17.543 12.951 20.580
C 15.617 20.735 14.543
C 16.320 20.248 15.885
C 16.526 11.498 12.227
C 22.540 19.040 20.764
C 24.500 18.944 15.485
C 18.203 18.197 19.174
C 10.582 16.440 24.100
C 20.963 10.779 14.113
C 19.545 9.610 20.708
C 19.187 9.252 22.198
C 26.028 18.770 15.654
C 26.355 17.729 16.764
C 16.794 10.346 14.372
C 21.569 12.676 24.098
C 24.333 19.802 14.187
C 16.491 10.825 19.749
C 21.914 17.470 22.603
C 11.103 15.722 11.255
C 14.293 15.860 12.976
C 23.472 16.861 17.819
C 13.144 19.751 16.408
C 17.754 19.757 15.510
C 21.755 18.854 22.018
C 12.084 16.701 13.239
C 17.735 9.583 22.502
C 13.097 14.461 20.521
C 16.445 15.045 17.652
C 14.314 19.448 17.346
C 9.911 13.581 22.462
C 22.033 13.592 20.562
C 23.629 15.300 15.869
C 18.517 15.956 12.708
C 17.410 11.035 22.140
C 17.316 16.917 24.361
C 17.608 14.839 26.023
C 19.019 15.362 26.491
C 11.784 16.995 11.841
C 24.071 19.840 16.690
C 15.327 21.900 17.525
C 21.131 9.657 20.678
C 16.448 18.159 24.232
C 16.536 12.761 14.264
C 18.665 16.158 17.712
C 16.929 14.376 27.309
C 17.648 11.435 20.670
C 17.513 10.075 15.736
C 13.940 18.295 18.314
C 11.449 15.145 23.901
C 18.690 17.442 24.885
C 17.465 16.303 22.949
H 20.303 13.403 15.145
H 23.912 14.379 19.541
H 15.066 15.093 12.918
H 21.547 10.402 14.952
H 11.104 16.460 13.650
H 11.014 15.896 10.183
H 9.139 14.345 22.364
H 24.946 20.700 14.102
H 19.408 16.647 17.082
H 14.172 16.094 11.918
H 15.615 17.888 23.582
H 21.625 8.719 20.931
H 12.745 12.515 13.603
H 12.186 19.818 16.922
H 12.777 15.847 25.531
H 13.915 15.986 23.471
H 14.003 14.722 15.086
H 19.439 17.802 12.202
H 18.999 15.126 17.818
H 11.449 12.700 21.316
H 24.099 14.112 21.250
H 16.566 15.975 22.428
H 23.993 15.092 14.863
H 21.213 14.577 22.301
H 12.294 14.531 15.463
H 17.075 9.210 16.234
H 12.496 17.502 13.853
H 16.665 13.449 20.991
H 14.600 22.211 16.775
H 15.708 10.313 14.458
H 20.301 12.222 16.461
H 18.621 18.243 25.621
H 16.268 15.257 18.707
H 13.093 18.453 18.982
H 11.599 14.646 26.015
H 26.070 15.939 15.700
H 20.501 16.849 25.887
H 13.587 21.097 18.449
H 13.454 15.215 10.134
H 23.596 19.236 20.951
H 18.236 17.298 11.103
H 16.910 14.063 17.573
H 23.013 15.985 18.276
H 11.308 12.295 10.896
H 20.195 12.149 19.397
H 19.698 14.528 26.670
H 18.598 15.085 14.712
H 22.297 12.365 24.848
H 17.078 22.233 16.261
H 19.087 8.801 18.646
H 15.400 22.787 18.153
H 13.766 17.342 17.812
H 17.764 19.224 14.560
H 19.515 7.596 19.746
H 11.192 17.326 23.926
H 15.441 11.413 12.288
H 18.161 19.043 16.227
H 15.960 14.044 26.937
H 16.726 12.379 11.617
H 26.310 18.375 14.678
H 27.418 17.491 16.736
H 13.088 14.281 25.086
H 17.373 13.521 27.818
H 19.277 12.103 11.743
H 22.893 17.328 23.060
H 26.287 18.129 17.775
H 18.220 15.521 23.028
H 24.425 19.528 17.672
H 24.124 17.226 18.612
H 18.193 12.775 25.819
H 10.384 13.703 20.413
H 17.547 15.497 12.521
H 16.887 10.643 18.751
H 17.891 17.071 22.303
H 9.826 16.569 23.324
H 26.577 19.708 15.726
H 22.681 17.592 17.650
H 10.138 13.501 10.326
H 21.413 11.619 13.584
H 16.967 10.716 11.609
H 19.514 9.928 16.410
H 23.142 15.476 20.649
H 12.752 14.069 19.565
H 9.949 16.431 24.987
H 18.017 16.185 19.820
H 19.306 8.191 22.417
H 15.002 16.224 25.771
H 12.657 17.323 11.278
H 16.773 15.224 27.976
H 13.232 20.657 15.808
H 16.128 9.849 20.072
H 15.981 17.273 16.350
H 13.159 18.894 15.735
H 10.146 16.245 21.082
H 22.540 15.328 15.854
H 20.874 14.931 19.550
H 11.063 17.812 11.809
H 16.148 21.652 14.291
H 13.567 13.602 21.001
H 24.569 20.791 16.503
H 16.374 11.221 22.423
H 19.930 16.240 14.490
H 21.445 9.920 19.668
H 17.000 13.251 24.534
H 17.944 8.350 19.824
H 17.530 9.389 23.555
H 20.062 17.332 20.523
H 18.708 18.864 18.474
H 23.292 20.073 14.009
H 21.916 19.637 22.759
H 12.441 14.015 9.325
H 18.185 16.600 14.761
H 11.709 17.066 20.958
H 17.745 17.982 12.675
H 22.269 12.542 20.385
H 16.114 18.447 25.229
H 19.620 14.371 12.354
H 17.333 10.901 16.424
H 11.261 13.015 24.002
H 18.135 18.609 20.180
H 19.257 17.876 24.061
H 24.061 14.487 16.453
H 22.508 17.437 14.167
H 21.676 13.952 18.601
H 16.802 12.791 15.320
H 14.572 21.041 14.582
H 21.559 10.452 21.290
H 19.259 9.077 14.928
H 15.427 15.057 17.262
H 22.991 19.991 16.678
H 10.301 12.978 12.093
H 18.094 11.588 22.784
H 21.172 13.591 24.538
H 14.697 16.766 13.428
H 24.575 19.256 13.275
H 21.177 17.326 23.393
H 16.925 9.470 13.737
H 20.717 17.238 19.142
H 21.830 16.671 21.867
H 20.497 13.043 21.798
H 13.884 15.211 20.435
H 18.494 20.554 15.582
H 19.931 9.783 22.791
H 9.860 13.779 24.557
H 22.503 18.161 20.120
H 18.524 13.854 24.390
H 20.757 11.955 24.006
H 17.631 13.276 19.543
H 18.410 13.330 21.121
H 18.939 15.996 27.374
H 20.373 19.862 21.320
H 16.899 19.036 23.769
H 19.980 15.751 24.582
H 15.196 20.617 19.137
H 10.077 15.711 11.622
H 20.878 10.009 13.345
H 18.876 12.911 15.930
H 13.660 13.480 10.500
H 17.164 18.349 18.881
H 13.260 16.151 15.465
H 14.853 18.073 18.865
H 17.084 8.898 21.959
H 15.459 12.601 14.212
H 25.910 15.834 17.478
H 17.317 21.256 17.652
H 16.743 13.722 13.794
H 15.613 19.860 13.892
H 22.219 19.959 20.275
H 11.243 16.095 19.651
H 9.371 12.635 22.496
H 15.599 11.452 19.746

Record 2
C77H70BNO20 | the ωB97M-V functional and the def2-TZVPD basis

The value obtained for the HOMO energy is -8.6 eV. The strongest force on any atom comes out at 3.983 eV/Å. Its SMILES is CC(C)(C)CC(C)(C)c1ccc(OCCOCCBc2ccccn2)cc1.O=C1C=CC(=O)C=C1.O=C1C=CC(=O)C=C1.O=C1C=CC(=O)C=C1.O=C1C=CC(=O)C=C1.O=C1C=CC(=O)C=C1.O=C1C=CC(=O)C=C1.O=C1C=CC(=O)C=C1.O=C1C=CC(=O)C=C1.O=C1C=CC(=O)C=C1. The calculation puts the total energy at -124086.32896 eV. As for the total charge: 0. For the HOMO-LUMO gap, the calculation gives 0.2547 Eh.

Positions of all 169 atoms, in Å:
O 4.144 13.032 -2.588
O -1.372 -7.896 -11.908
O -4.907 -5.023 -9.202
O 2.791 3.467 2.353
O 4.879 7.450 -0.452
O -0.424 -3.191 6.483
O 1.769 12.942 -8.339
O 3.383 -6.919 -0.291
O 0.296 10.727 -3.757
O -2.557 3.947 7.147
O 1.177 -7.739 8.681
O 0.565 -4.990 -8.783
O 1.105 9.574 0.036
O 0.439 -5.502 -2.009
O -0.209 0.062 -5.932
O -0.759 3.613 -2.038
O 0.487 7.400 4.524
O -7.569 2.199 6.727
O 1.568 -8.389 -4.844
O -3.822 -0.857 4.563
N -0.077 -7.513 3.483
C 0.119 3.122 -4.165
C 0.533 -6.599 6.726
C 0.220 -4.331 8.438
C -2.839 -1.021 1.403
C 3.270 4.381 1.709
C -1.732 1.543 3.220
C 4.398 6.537 0.191
C 0.035 -4.395 -1.241
C -0.210 6.609 5.125
C 0.608 -5.381 -6.463
C 1.462 11.808 -0.611
C 1.525 -7.998 -7.164
C -4.682 -0.157 5.059
C 1.855 -5.703 -1.890
C 0.623 -5.473 8.991
C -0.848 -1.702 3.017
C -0.802 -2.224 0.542
C 0.122 5.167 5.166
C 2.226 12.676 -1.269
C 1.883 12.984 -5.989
C 1.230 -7.892 3.665
C -6.352 1.619 4.799
C 0.130 -5.457 6.172
C -3.625 -7.575 -11.309
C -0.644 4.299 5.824
C -5.412 0.850 4.255
C 4.620 4.908 2.011
C -0.633 2.799 -2.930
C 0.888 1.099 3.244
C 1.432 12.435 -7.289
C -0.999 -8.409 3.899
C -0.196 2.716 1.594
C 3.570 -7.210 2.210
C 3.047 6.010 -0.111
C 1.511 12.427 -4.839
C 2.382 -5.879 -0.418
C -0.058 -4.234 6.986
C -1.860 4.738 6.545
C 5.143 5.910 1.306
C -4.096 -5.682 -9.821
C 3.079 -7.779 0.797
C -2.193 6.181 6.505
C -0.637 -4.686 0.021
C -1.087 0.553 -3.806
C 0.245 -3.016 -1.624
C -5.979 0.492 7.035
C -5.039 -0.277 6.491
C 0.256 2.230 -5.144
C 0.859 -6.236 -5.472
C 1.543 -9.179 4.270
C 1.338 -7.610 -5.746
C 2.524 5.008 0.594
C 3.785 10.798 -1.939
C -6.710 1.499 6.231
C 1.275 -7.143 -8.154
C -0.562 0.238 1.213
C -1.427 7.050 5.847
C 0.810 -6.697 8.176
C 0.553 11.243 -7.259
C -0.833 -9.731 4.477
C -1.256 -1.123 1.606
C 3.447 12.238 -1.984
C 0.796 -5.769 -7.879
C -2.183 -7.237 -11.289
C -1.060 -3.633 0.918
C -2.654 -5.345 -9.801
C -1.767 -6.066 -10.483
C -0.175 -1.917 -0.729
C 3.020 9.929 -1.281
C 0.563 -10.182 4.692
C 0.633 11.235 -4.808
C 1.800 10.366 -0.566
C -0.444 1.324 2.353
C -4.512 -6.853 -10.628
C -1.224 1.446 -2.826
C 0.182 10.686 -6.107
C -0.336 0.876 -5.040
B 2.369 -6.842 3.200
H -1.191 3.142 1.271
H 4.222 -6.306 2.104
H 1.539 4.610 0.387
H 3.253 8.874 -1.238
H 2.420 -4.829 -2.329
H -3.912 -8.433 -11.904
H -2.539 2.133 2.703
H -0.415 3.241 5.863
H -1.565 -3.938 1.858
H -2.182 0.620 3.653
H 0.753 -2.800 -2.595
H 6.128 6.309 1.513
H 4.681 10.496 -2.466
H 5.151 4.438 2.828
H 1.015 4.862 4.634
H -3.086 6.485 7.036
H -6.253 0.419 8.080
H -1.769 1.226 -1.916
H 0.480 0.109 0.798
H 0.566 12.109 -0.083
H -0.777 -0.948 3.833
H -3.220 -2.065 1.594
H -5.570 -7.085 -10.630
H 1.994 13.733 -1.312
H -0.078 -5.370 5.112
H 0.831 -5.562 10.050
H -1.514 -0.441 -3.745
H -2.366 -4.486 -9.207
H 0.801 2.449 -6.054
H 2.516 6.480 -0.928
H 1.510 2.039 3.271
H -1.416 2.187 4.111
H 2.285 -5.750 3.673
H 0.002 -0.866 -1.048
H 0.077 -3.427 9.018
H -1.700 -10.374 4.758
H 4.163 -8.029 2.718
H -0.828 -5.745 0.331
H 0.825 -11.154 5.153
H 0.149 -2.218 2.918
H 2.854 -4.905 -0.110
H -6.895 2.361 4.226
H -2.067 -8.080 3.780
H 0.676 -7.502 6.146
H 0.458 2.610 0.694
H 0.726 -5.969 -4.430
H 0.258 -4.372 -6.281
H 1.495 0.349 2.660
H -1.655 8.108 5.807
H -4.495 -1.018 7.063
H 1.407 -7.410 -9.195
H 0.202 3.455 2.345
H -1.152 0.698 0.362
H -0.710 -5.834 -10.480
H 2.192 -6.600 -2.476
H 1.830 12.814 -3.882
H -3.331 -0.372 2.163
H 0.638 0.718 4.265
H 0.545 4.116 -4.225
H 0.234 10.855 -8.218
H 2.626 -9.422 4.425
H 1.588 -6.106 0.338
H 3.677 -8.719 0.628
H 2.526 13.855 -6.029
H -5.138 0.923 3.210
H -0.460 9.815 -6.067
H 1.875 -9.006 -7.345
H -1.610 -2.459 3.331
H -3.032 -0.707 0.343
H 2.006 -8.113 0.837